Below is a structure of composition C29H29N2O4SSn at a distorted geometry, with properties calculated with ωB97M-V with the def2-TZVPD basis set.

Output
- HOMO: -2.4 eV
- Multiplicity: 1
- Energy above the lowest of the compared OMol25 structures with the same formula, charge and spin: 0.0 kcal per mole
- Calculated total energy: -58379.4197 eV
- Orbital gap: 4.53 eV
- Total charge: -1
- LUMO energy: 2.144 eV

Last column: natural (NBO) charge in e.
Element x y z (Å)
H (0.021, -2.029, -2.902)  0.223
C (-0.758, 1.246, 3.178)  0.601
Sn (0.293, 0.295, 0.632)  1.381
C (-3.237, 0.570, 3.629)  -0.191
O (-0.883, 1.548, 1.903)  -0.814
O (0.887, -0.386, 5.764)  -0.931
C (0.449, -2.625, 1.274)  -0.286
C (2.957, 0.320, -0.289)  -0.331
H (2.675, -0.549, 2.955)  0.228
H (-4.393, -0.272, 6.738)  0.207
H (2.232, 2.468, -0.221)  0.212
H (-3.061, -3.298, -1.064)  0.228
H (0.017, 2.965, -4.480)  0.204
C (-1.914, 0.858, 4.004)  -0.046
H (5.026, 2.494, -3.358)  0.217
C (1.748, 1.815, -3.969)  -0.054
C (-1.485, 0.640, 5.302)  -0.319
H (-1.954, 0.121, 7.319)  0.226
C (2.662, -0.083, 1.971)  -0.327
O (0.554, 2.041, 6.222)  -0.937
C (-3.139, -2.284, -1.477)  -0.595
H (-1.539, -2.164, -3.753)  0.186
C (-1.020, -2.365, -2.809)  -0.613
H (-5.171, -0.045, 4.367)  0.209
C (-1.440, -1.352, 0.924)  -0.453
C (-0.579, -1.924, 1.939)  -0.344
C (-3.691, 0.015, 5.959)  -0.213
H (1.282, -3.144, 1.753)  0.211
C (4.154, 1.975, -3.755)  -0.198
C (-0.758, 0.658, -2.315)  0.719
C (2.371, 1.506, 0.277)  -0.463
H (-1.024, -3.452, -2.644)  0.222
H (-2.645, -0.104, -2.865)  0.197
H (-1.387, 1.219, -4.138)  0.395
C (0.379, 2.339, -3.657)  -0.236
H (5.290, 0.470, -4.796)  0.211
H (0.734, -3.191, -0.869)  0.203
H (-0.801, -1.902, 3.009)  0.222
C (4.297, 0.841, -4.560)  -0.220
O (0.119, 0.945, -1.431)  -0.719
C (-2.351, 0.235, 6.310)  -0.191
S (0.258, 0.873, 5.432)  2.299
H (0.995, 0.205, -5.182)  0.202
H (-2.478, 0.340, -1.157)  0.254
H (3.267, -0.692, -5.700)  0.209
N (-0.601, 1.236, -3.505)  -0.581
C (2.883, 2.466, -3.464)  -0.189
H (3.546, -1.633, 0.629)  0.202
H (0.393, 2.946, -2.746)  0.234
H (-2.442, -0.965, 1.111)  0.206
H (1.997, 2.008, 2.467)  0.255
C (-1.746, -1.660, -1.664)  -0.035
H (-3.652, -2.344, -2.444)  0.181
H (-3.760, -1.682, -0.802)  0.206
C (3.170, 0.193, -5.070)  -0.225
C (0.185, -2.615, -0.121)  -0.308
H (-3.511, 0.671, 2.568)  0.230
C (3.111, -0.643, 0.745)  -0.295
N (0.394, 1.171, 3.813)  -0.814
C (1.892, 0.690, -4.783)  -0.158
C (-0.975, -1.830, -0.368)  -0.184
C (2.221, 1.261, 1.709)  -0.421
C (-4.128, 0.160, 4.628)  -0.219
C (-1.964, -0.148, -2.002)  -0.494
H (2.746, 3.358, -2.845)  0.216
H (3.281, 0.218, -1.326)  0.204



Below is a cluster of 2 separate species, C5H8N2 in total at a distorted geometry, with properties calculated with ωB97M-V with the def2-TZVPD basis set.

Output
- HOMO: -9.1 eV
- Multiplicity: 1
- Energy above the lowest of the compared OMol25 structures with the same formula, charge and spin: 106.5 kcal per mole
- Calculated total energy: -8290.3772 eV
- Orbital gap: 9.92 eV
- SMILES string: CC1C=C1.N=C=N
- LUMO energy: 0.861 eV

Last column: natural (NBO) charge in e.
Element x y z (Å)
N (-0.284, -3.379, -1.358)  -0.723
C (-0.219, -0.096, 0.851)  -0.206
C (0.702, -2.737, -1.639)  0.662
C (-0.689, 2.469, 1.296)  -0.627
H (-0.140, -0.836, 1.617)  0.223
H (-0.465, 3.322, 0.717)  0.208
H (-0.359, 2.573, 2.247)  0.200
H (-1.750, 2.152, 1.416)  0.207
H (1.329, 1.530, 0.573)  0.174
C (-0.477, 0.472, -0.257)  -0.158
C (0.193, 1.356, 0.709)  -0.251
H (-0.987, 0.550, -1.265)  0.228
H (2.114, -1.823, -2.502)  0.380
H (-0.377, -3.737, -0.487)  0.383
N (1.408, -1.816, -1.919)  -0.700



Below is a cluster of 11 separate species, C31H68N6O17S2 in total at a distorted geometry, with properties calculated with ωB97M-V with the def2-TZVPD basis set.

Output
- HOMO (spin up / spin down): 0.0 / -7.2 eV
- Multiplicity: 2
- Calculated total energy: -98661.6526 eV
- Orbital gap (spin up / spin down): 1.86 / 8.99 eV
- Total charge: -1
- LUMO energy (spin up / spin down): 1.846 / 1.757 eV

Last column: Löwdin spin population.
Element x y z (Å)
H (-42.905, 0.400, 2.604)  0.008
C (-49.497, -0.928, 2.547)  0.001
H (-48.980, 5.512, 7.721)  0.000
O (-44.198, 6.452, 5.155)  0.010
H (-46.409, 3.471, 3.710)  0.001
C (-52.424, 1.613, 7.646)  0.000
C (-50.369, 4.729, 0.679)  0.002
S (-49.888, -1.899, 7.094)  0.000
H (-49.770, 4.400, 6.583)  0.000
C (-47.238, 7.946, 3.495)  0.007
H (-51.535, 3.568, 7.949)  0.000
H (-46.541, 7.111, 3.549)  0.001
H (-44.917, 4.078, 10.133)  0.002
H (-47.197, -3.270, 2.457)  0.000
H (-53.800, 2.284, 5.141)  0.000
C (-48.111, -2.868, 2.020)  0.000
H (-47.968, 4.567, 10.475)  0.000
H (-48.258, 4.831, 0.762)  0.004
C (-46.205, 6.222, 8.662)  0.002
H (-43.917, 6.345, 3.194)  0.006
H (-42.288, 6.372, 7.061)  0.001
H (-50.014, -1.668, 0.607)  0.000
C (-43.523, -0.139, 4.498)  0.004
H (-44.397, 6.174, 9.913)  0.001
H (-44.332, 1.638, 3.712)  0.003
C (-48.840, 0.321, 7.778)  0.001
H (-47.348, 3.417, 9.373)  0.001
H (-44.792, 4.245, -0.028)  0.023
C (-49.595, 7.214, 3.564)  0.000
O (-51.012, 3.988, -0.346)  0.001
H (-53.449, 0.295, 6.231)  0.000
H (-41.130, 5.765, 5.894)  0.010
H (-49.170, -0.011, 0.642)  0.000
H (-43.974, 8.100, 6.343)  0.001
C (-45.486, 6.171, 9.973)  0.002
H (-47.047, -1.124, 1.347)  0.003
H (-44.378, -0.729, 4.168)  0.001
C (-52.639, 1.022, 6.297)  0.000
O (-51.167, 1.726, 0.504)  0.001
N (-46.904, 4.586, 5.437)  0.001
N (-49.761, 5.243, 7.139)  0.000
C (-45.701, 4.761, 10.462)  0.002
H (-48.774, -3.700, 1.784)  0.000
O (-50.348, 2.010, -1.820)  0.001
H (-48.284, 7.185, 5.267)  0.000
O (-45.551, 4.474, 2.377)  0.024
H (-52.046, 0.871, 8.349)  0.000
H (-41.768, -0.875, 3.228)  0.001
O (-47.298, 5.361, 8.765)  0.001
H (-53.300, 2.092, 8.085)  0.000
O (-49.590, -3.108, 7.822)  0.000
O (-50.313, 7.379, 7.326)  0.000
H (-49.733, 6.153, 3.774)  0.000
H (-52.356, 1.940, 4.305)  0.000
H (-49.069, 1.299, 8.203)  0.000
H (-41.835, 7.369, 4.223)  0.047
O (-52.117, 3.112, 6.045)  0.000
H (-43.190, -0.503, 5.470)  0.001
H (-44.062, 8.310, 4.521)  0.015
C (-49.032, 4.124, 1.060)  0.005
H (-42.519, 2.821, 4.294)  0.012
C (-51.545, 2.685, 7.309)  0.000
H (-52.132, 6.490, 5.881)  0.000
H (-46.811, 8.909, 3.774)  0.004
H (-45.858, 4.740, 11.541)  0.000
H (-50.510, -0.668, 2.855)  0.000
H (-50.928, 4.710, 1.614)  0.000
O (-41.668, 0.938, 4.131)  0.019
C (-43.653, 7.750, 5.362)  0.022
H (-51.252, 4.950, 5.579)  0.000
C (-49.234, -1.030, 1.023)  0.000
C (-43.275, 5.447, 5.453)  0.013
S (-50.360, 2.521, -0.418)  0.012
O (-48.527, 3.140, 5.855)  0.001
H (-48.876, -0.206, 3.076)  0.000
O (-51.029, -1.968, 6.172)  0.000
C (-42.160, 7.538, 5.249)  0.058
C (-47.102, 4.370, 9.843)  0.001
C (-47.818, 7.991, 2.142)  0.023
N (-51.323, 5.889, 5.943)  0.000
H (-47.505, 0.554, 6.188)  0.000
H (-47.547, 2.107, 3.740)  0.001
H (-43.523, 5.356, 0.257)  0.115
C (-48.507, 0.140, 6.306)  0.000
C (-42.554, 1.887, 4.854)  0.014
C (-42.412, -0.031, 3.475)  0.010
O (-48.920, 2.945, 0.276)  0.008
C (-48.508, 7.850, 4.434)  0.001
H (-51.694, 0.530, 6.070)  0.000
N (-44.390, 4.948, 0.575)  0.089
C (-50.547, 6.287, 6.891)  0.000
N (-47.124, 2.921, 4.164)  0.001
H (-49.004, 3.836, 2.111)  0.001
C (-42.111, 6.230, 5.995)  0.019
H (-44.679, 1.517, 5.455)  0.002
H (-42.383, 1.923, 5.930)  0.003
H (-41.629, 8.402, 5.650)  0.007
H (-50.524, 2.358, 7.114)  0.000
H (-48.893, 8.839, 4.683)  0.000
H (-45.844, 6.940, 10.657)  0.000
H (-49.203, 0.668, 5.655)  0.000
O (-49.027, 7.203, 2.229)  0.003
C (-52.742, 2.089, 5.313)  0.000
N (-43.976, 6.109, 2.214)  0.068
H (-45.586, 5.872, 7.836)  0.001
H (-50.188, 5.746, 0.331)  0.001
C (-47.870, -1.768, 1.039)  0.002
H (-43.033, 4.956, 4.510)  0.011
H (-46.509, 7.232, 8.387)  0.000
H (-46.065, 4.608, 4.876)  0.001
O (-49.992, -0.502, 7.876)  0.000
H (-48.131, 9.004, 1.887)  0.002
C (-47.554, 3.494, 5.253)  0.001
C (-44.727, 5.128, 1.805)  0.106
H (-48.008, -0.030, 8.389)  0.001
H (-43.391, 6.584, 1.541)  0.143
O (-48.572, -1.320, 6.262)  0.000
H (-47.487, -2.143, 0.090)  0.000
H (-50.494, 7.831, 3.582)  0.000
O (-48.913, -2.162, 2.976)  0.000
H (-47.225, 7.665, 1.287)  0.018
C (-43.948, 1.302, 4.675)  0.006
H (-43.585, 4.612, 6.080)  0.002
H (-47.082, 5.297, 6.132)  0.000



Below is a cluster of 2 separate species, C4H8O in total, with properties calculated with ωB97M-V with the def2-TZVPD basis set.

Output
- HOMO: -9.8 eV
- Multiplicity: 1
- Energy above the lowest of the compared OMol25 structures with the same formula, charge and spin: 39.5 kcal per mole
- Calculated total energy: -6323.4536 eV
- Orbital gap: 10.77 eV
- SMILES string: C=CC.C=O
- LUMO energy: 0.998 eV

Last column: natural (NBO) charge in e.
Element x y z (Å)
C (1.677, -0.276, -0.113)  -0.669
C (-0.646, -0.991, -0.682)  -0.434
H (-1.799, 1.462, 0.068)  0.110
C (-1.382, 1.079, 1.021)  0.284
H (-1.966, 0.257, 1.481)  0.111
H (-0.593, -1.794, 0.052)  0.195
H (1.994, -1.318, -0.006)  0.218
C (0.392, -0.181, -0.883)  -0.139
H (0.286, 0.657, -1.573)  0.198
H (2.489, 0.282, -0.587)  0.218
H (1.531, 0.145, 0.891)  0.244
O (-0.390, 1.538, 1.531)  -0.535
H (-1.593, -0.860, -1.200)  0.200



Which value of calculated total energy does entry 1 give?
-58379.4197 eV



Look up the multiplicity of the fourth one.
1



Number 1 is which compound?
C29H29N2O4SSn



What is the calculated total energy in the third record?
-98661.6526 eV